# 1
Formula: H4O5Si
Source: the Open Molecules 2025 dataset
Level of theory: ωB97M-V/def2-TZVPD

ORCA input file:
```
! RIJCOSX wB97M-V def2-TZVPD def2/J DEFGRID3
* xyz 0 1
O -0.79052 -1.32842 -0.52909
Si -0.79623 -0.76276 0.89159
O -1.55767 -1.48033 2.09999
O 0.18985 0.47857 1.18574
H -1.36548 -1.26683 3.05269
H 0.70765 0.99154 0.49269
O 1.59034 0.93773 -1.56431
O 0.17427 0.97215 -1.81561
H 2.11465 1.27294 -2.36470
H -0.26686 0.18541 -1.44900
*
```

Output
SMILES: O=[Si](O)O.OO
Lowest unoccupied orbital energy (eV): -0.353
Total energy (eV): -18179.73042
Relative energy (zero: lowest compared OMol25 entry of this formula, charge and spin) (kcal per mole): 0.0


# 2
Formula: C32H43IrN5SbSe
Source: the Open Molecules 2025 dataset
Level of theory: ωB97M-V/def2-TZVPD

ORCA input file:
```
! RIJCOSX wB97M-V def2-TZVPD def2/J DEFGRID3
* xyz 2 1
Ir -0.11719 -0.03901 0.02056
N -0.78215 -2.12828 -0.19036
C -0.85379 -2.72150 1.16076
C 0.45722 -2.40414 1.87217
N 0.92079 -0.98548 1.67728
C 2.36376 -0.96052 1.31683
C 2.52229 -1.37119 -0.14345
N 1.68229 -0.48871 -1.01558
C 0.55869 -0.14881 2.85263
C -0.95416 0.03116 2.90515
N -1.44734 0.54428 1.58204
H -1.65835 -2.25424 -0.68748
H -0.09549 -2.64452 -0.73577
H -1.01787 -3.79998 1.12588
H -1.71251 -2.27871 1.66177
H 1.23312 -3.06617 1.48953
H 0.37652 -2.60930 2.94116
H 2.95124 -1.60433 1.97575
H 2.71301 0.06172 1.44539
H 2.18612 -2.39760 -0.29877
H 3.56988 -1.33308 -0.44288
H 1.61348 -0.86835 -1.95666
H 2.13920 0.41803 -1.12488
H 1.04074 0.81388 2.71353
H 0.93099 -0.59176 3.78040
H -1.23228 0.71889 3.70382
H -1.45017 -0.91331 3.11798
H -1.31895 1.55959 1.57029
H -2.44662 0.38607 1.47805
Se 0.71338 2.30585 0.10153
C 2.40759 2.42275 1.01484
C 2.51140 2.80968 2.34531
C 3.77386 2.91369 2.91770
N 4.89986 2.67366 2.25826
C 4.80317 2.36483 0.97060
C 3.59121 2.23950 0.30447
H 1.63352 3.05463 2.92946
H 3.87985 3.20788 3.95550
H 5.73695 2.22164 0.43907
H 3.58485 2.04207 -0.76069
C -3.01241 0.93572 -5.08351
C -2.04986 -0.19927 -4.87765
C -1.82638 -1.07641 -5.93910
C -0.98823 -2.17109 -5.82506
C -0.34555 -2.42400 -4.62369
C -0.55234 -1.55975 -3.56237
C -1.37715 -0.44024 -3.66908
Sb -1.65775 0.79571 -1.96196
C -3.78105 0.87477 -1.83875
C -4.40276 2.03457 -2.29154
C -5.78461 2.10643 -2.37479
C -6.55141 1.01207 -2.01382
C -5.93663 -0.14794 -1.57003
C -4.55200 -0.23459 -1.47215
C -3.93729 -1.51025 -0.97596
C -1.11719 2.73932 -2.60270
C -0.34726 2.82151 -3.76258
C 0.10725 4.04460 -4.22172
C -0.22449 5.19858 -3.52512
C -0.98841 5.11677 -2.37410
C -1.43365 3.89145 -1.87860
C -2.18778 3.89512 -0.57462
H -3.06102 1.20361 -6.13750
H -2.73031 1.82928 -4.52976
H -4.01800 0.64960 -4.76847
H -2.33011 -0.89004 -6.87911
H -0.84246 -2.82904 -6.67032
H 0.30480 -3.28219 -4.51932
H -0.06842 -1.77209 -2.61972
H -3.81129 2.88227 -2.61456
H -6.25625 3.01073 -2.73404
H -7.62957 1.05709 -2.08216
H -6.54242 -1.00148 -1.29397
H -4.69840 -2.25433 -0.74978
H -3.38913 -1.32371 -0.04577
H -3.26618 -1.94627 -1.72727
H -0.11100 1.92552 -4.32643
H 0.69956 4.09967 -5.12471
H 0.11047 6.16315 -3.88101
H -1.23976 6.02127 -1.83405
H -3.00665 4.61463 -0.60159
H -1.52550 4.18878 0.23994
H -2.62623 2.92560 -0.32703
*
```

Output
Lowest unoccupied orbital energy (eV): -5.341
Total energy (eV): -116043.75960
Relative energy (zero: lowest compared OMol25 entry of this formula, charge and spin) (kcal per mole): 0.0


# 3
Formula: C48H84N12
Source: the Open Molecules 2025 dataset
Level of theory: ωB97M-V/def2-TZVPD

ORCA input file:
```
! RIJCOSX wB97M-V def2-TZVPD def2/J DEFGRID3
* xyz 0 1
C 17.81047 -3.31235 -30.61970
C 16.66272 -4.29754 -30.72902
C 16.07127 -4.34372 -32.14352
C 15.99576 -3.03243 -32.79955
N 15.97616 -2.01298 -33.32236
H 17.42057 -2.30468 -30.80098
H 18.55116 -3.48658 -31.40566
H 18.31423 -3.30950 -29.66030
H 15.87156 -4.08246 -30.00568
H 16.99300 -5.31096 -30.48405
H 15.09271 -4.81979 -32.21418
H 16.72109 -4.96134 -32.77572
C 15.69542 0.96875 -31.41659
C 16.75176 0.39975 -30.46791
C 18.16191 0.42851 -31.10725
C 18.59569 1.76525 -31.55432
N 18.99042 2.78538 -31.91721
H 15.14165 0.14839 -31.87391
H 16.14750 1.56348 -32.20901
H 14.98245 1.59765 -30.88777
H 16.59477 -0.65464 -30.24543
H 16.83262 0.97852 -29.54623
H 18.14990 -0.21442 -31.99441
H 18.97549 0.08046 -30.46486
C 24.96919 -0.14609 -30.60135
C 26.10849 0.52045 -31.37484
C 26.73518 1.62011 -30.51559
C 27.74610 2.42156 -31.22451
N 28.53101 3.04815 -31.77637
H 24.46597 0.65666 -30.06260
H 25.36309 -0.82526 -29.84172
H 24.35645 -0.74251 -31.26751
H 25.69095 0.98143 -32.27008
H 26.90912 -0.16536 -31.65712
H 27.20088 1.23211 -29.61014
H 25.97117 2.35540 -30.23718
C 17.52437 -2.50263 -35.20474
C 18.09372 -3.22544 -33.98616
C 19.59496 -2.95882 -33.80299
C 20.42564 -3.45769 -34.88862
N 21.10881 -3.85834 -35.71669
H 17.66281 -1.42443 -35.20047
H 16.47446 -2.74508 -35.38750
H 17.97295 -2.92294 -36.11914
H 17.82684 -4.27487 -34.07875
H 17.61004 -2.75774 -33.12344
H 19.88436 -3.48124 -32.88405
H 19.79728 -1.91572 -33.56921
C 22.47597 3.37995 -29.42936
C 21.75283 3.44829 -28.08555
C 21.72697 2.10807 -27.37319
C 23.03911 1.59260 -27.00059
N 24.06521 1.15915 -26.72058
H 23.45716 2.92196 -29.26622
H 22.71615 4.37883 -29.79841
H 21.91129 2.87115 -30.20830
H 20.71167 3.76025 -28.19054
H 22.23680 4.23735 -27.50691
H 21.27994 1.32150 -27.98654
H 21.09682 2.19436 -26.48578
C 18.82021 -5.77755 -22.40553
C 20.06608 -6.07006 -23.24776
C 20.89260 -4.83365 -23.54870
C 20.18341 -3.83284 -24.31554
N 19.64387 -3.02607 -24.92405
H 18.94466 -4.84657 -21.84690
H 18.63062 -6.58344 -21.70468
H 17.97003 -5.58073 -23.06031
H 19.81504 -6.63097 -24.15044
H 20.70548 -6.77177 -22.70466
H 21.80904 -5.10204 -24.08849
H 21.30989 -4.43128 -22.62318
C 25.48860 -1.41063 -35.72402
C 24.87876 -1.11246 -34.34738
C 23.94078 -2.24060 -33.95446
C 22.90649 -1.87227 -32.97988
N 22.08629 -1.59698 -32.22877
H 26.18975 -2.24402 -35.62758
H 26.08855 -0.57685 -36.08921
H 24.72340 -1.64345 -36.46135
H 24.34660 -0.16351 -34.40437
H 25.67467 -1.06614 -33.60781
H 24.45312 -3.09821 -33.50623
H 23.40579 -2.66707 -34.80945
C 22.82002 0.62259 -23.74944
C 22.33532 -0.25566 -22.61625
C 23.45581 -0.85439 -21.80013
C 24.38411 0.17026 -21.30953
N 25.14044 0.94933 -20.92916
H 23.65485 0.15590 -24.27207
H 23.22787 1.57011 -23.37579
H 22.05114 0.92321 -24.45857
H 21.72511 -1.05134 -23.05603
H 21.64827 0.29653 -21.96918
H 24.07193 -1.54134 -22.38597
H 23.05624 -1.38545 -20.93614
C 16.74605 -2.47920 -27.42504
C 16.51084 -1.82768 -26.06263
C 16.85079 -0.32927 -26.08328
C 18.08423 -0.10861 -26.83229
N 18.99378 -0.09116 -27.52771
H 16.34805 -3.49222 -27.44004
H 17.81536 -2.50318 -27.62762
H 16.29848 -1.86281 -28.21045
H 17.18605 -2.31712 -25.35624
H 15.50636 -1.99352 -25.67722
H 16.96799 0.06372 -25.07203
H 16.05615 0.24216 -26.56805
C 19.46560 -5.38071 -27.60968
C 20.68273 -6.07380 -28.16343
C 20.35682 -7.53865 -28.52378
C 19.25456 -7.65028 -29.47816
N 18.39158 -7.73507 -30.22451
H 18.62732 -5.29397 -28.30825
H 19.65245 -4.34849 -27.30844
H 19.08228 -5.90879 -26.73077
H 21.45887 -6.12622 -27.40013
H 21.04127 -5.59525 -29.07624
H 20.05927 -8.04879 -27.60364
H 21.21410 -8.05849 -28.95022
C 27.15226 -0.61725 -25.31963
C 27.18572 -1.02758 -26.77307
C 26.18263 -2.15776 -27.04283
C 26.59772 -3.42649 -26.44803
N 26.95342 -4.43323 -26.02287
H 27.62547 0.35789 -25.16322
H 27.70801 -1.31288 -24.69180
H 26.12474 -0.47493 -24.98566
H 28.17460 -1.33110 -27.11603
H 26.85463 -0.19923 -27.40284
H 26.13654 -2.36803 -28.11580
H 25.19871 -1.85262 -26.69942
C 20.51646 -2.37568 -29.46734
C 21.87125 -2.35074 -28.73043
C 21.66712 -1.69456 -27.36373
C 22.53837 -2.15596 -26.28897
N 23.16453 -2.51996 -25.40290
H 20.58910 -2.95146 -30.38769
H 20.14970 -1.37061 -29.65574
H 19.83780 -2.92484 -28.80942
H 22.54603 -1.71846 -29.31373
H 22.28093 -3.36050 -28.74096
H 20.63572 -1.80774 -27.03475
H 21.85081 -0.63508 -27.51519
*
```

Output
SMILES: CCCC#N.CCCC#N.CCCC#N.CCCC#N.CCCC#N.CCCC#N.CCCC#N.CCCC#N.CCCC#N.CCCC#N.CCCC#N.CCCC#N
Lowest unoccupied orbital energy (eV): 0.138
Total energy (eV): -69015.82788
Relative energy (zero: lowest compared OMol25 entry of this formula, charge and spin) (kcal per mole): 62.5


# 4
Formula: C5H13OS2
Source: the Open Molecules 2025 dataset
Level of theory: ωB97M-V/def2-TZVPD

ORCA input file:
```
! RIJCOSX wB97M-V def2-TZVPD def2/J DEFGRID3
* xyz -1 1
C 0.77083 0.02624 -1.20115
O -0.36019 0.03487 -0.48267
C 1.00057 1.32087 -2.01662
C -0.08382 1.48338 -3.07272
H 0.80639 -0.81513 -1.94809
H 1.69805 -0.11240 -0.57459
H 1.99538 1.31765 -2.47874
H 0.95696 2.14726 -1.30182
H -0.03003 2.44454 -3.60542
H -1.05145 1.39053 -2.58429
H -0.00005 0.68620 -3.81199
C -1.99392 -0.76685 1.86059
C -0.57127 -0.56950 2.33976
S -0.06603 -2.09582 3.21053
S 1.92602 -1.76330 3.56455
H -2.66331 -1.03246 2.68765
H -2.00320 -1.51019 1.06806
H -2.35300 0.17139 1.43686
H -0.46486 0.25175 3.05348
H 0.07075 -0.43062 1.46901
H 2.41619 -2.17840 2.38762
*
```

Output
Lowest unoccupied orbital energy (eV): 2.993
Total energy (eV): -29113.86951
Relative energy (zero: lowest compared OMol25 entry of this formula, charge and spin) (kcal per mole): 3.6


# 5
Formula: C3H4Br2S
Source: the Open Molecules 2025 dataset
Level of theory: ωB97M-V/def2-TZVPD

ORCA input file:
```
! RIJCOSX wB97M-V def2-TZVPD def2/J DEFGRID3
* xyz 0 1
C -1.14520 -1.65813 0.54934
C -1.37653 -0.64193 -0.24543
C 1.52183 1.09446 0.65155
S 1.47727 2.54363 -0.26874
Br -2.32341 0.94850 0.07099
Br 2.65806 -0.23044 0.26953
H -1.43033 -1.49379 1.53683
H -0.70704 -2.56213 0.15112
H -0.93756 -0.70563 -1.26547
H 2.26290 2.70546 -1.44972
*
```

Output
Lowest unoccupied orbital energy (eV): -0.610
Total energy (eV): -154091.93140
Relative energy (zero: lowest compared OMol25 entry of this formula, charge and spin) (kcal per mole): 81.9


# 6
Formula: C4H4N4
Source: the Open Molecules 2025 dataset
Level of theory: ωB97M-V/def2-TZVPD

ORCA input file:
```
! RIJCOSX wB97M-V def2-TZVPD def2/J DEFGRID3
* xyz 0 1
C 1.85951 -0.70895 -0.05238
N 0.54423 -0.04194 -0.02220
C 0.21785 1.26084 0.14845
N -1.08181 1.46029 0.19216
C -1.72483 0.35366 0.18412
C -2.95216 -0.15729 -0.04459
N -3.94032 -0.68380 -0.29789
N -0.37068 -0.84082 -0.08221
H 2.12517 -1.20020 0.93394
H 1.75608 -1.60951 -0.65250
H 2.66423 -0.05051 -0.36683
H 0.90274 2.21822 0.05993
*
```

Output
SMILES: Cn1cnc(C#N)n1
Lowest unoccupied orbital energy (eV): 0.141
Total energy (eV): -10169.27924
Relative energy (zero: lowest compared OMol25 entry of this formula, charge and spin) (kcal per mole): 82.1